# 1
ORCA calculation (wB97M-V/def2-TZVPD) on a cluster of 3 separate species, C5H12O3 in total.

The SMILES is C=C/C(O)=C/C.O.O. The calculation puts the LUMO energy at 0.0142 Eh. The energy above the lowest of the compared OMol25 structures with the same formula, charge and spin comes out at 243.3 kJ/mol. Its frontier orbital gap is 9.142 eV.

Geometry as XYZ:
```
20
Properties=species:S:1:pos:R:3:mulliken_charge:R:1
C 2.610 1.087 -0.126 -0.7063
C 1.554 1.351 0.626 -0.2653
C 0.196 0.843 0.454 0.7609
O -0.086 -0.166 -0.444 -0.4408
C -0.860 1.357 1.087 -0.3542
C -2.277 0.810 1.164 -0.9568
H 2.616 0.323 -0.892 0.0189
H 3.540 1.619 0.027 0.2741
H 1.580 1.983 1.507 0.2599
H 0.565 -0.872 -0.398 0.2418
H -0.740 2.246 1.692 0.2797
H -2.728 1.423 1.942 0.3638
H -2.770 0.968 0.206 0.2435
H -2.292 -0.227 1.478 0.2116
O -2.091 -2.480 0.208 -0.6357
H -1.719 -2.231 1.061 0.3206
H -1.460 -2.024 -0.363 0.3396
O 1.279 -1.550 -2.351 -0.5952
H 1.205 -0.730 -2.829 0.3300
H 1.771 -1.599 -1.535 0.3100
```



# 2
ORCA calculation (wB97M-V/def2-TZVPD) on a cluster of 2 separate species, C5H12O4 in total.

The SMILES is CCC(=O)O.CCOO. The calculation puts the LUMO energy at 0.0181 Eh. The energy above the lowest of the compared OMol25 structures with the same formula, charge and spin comes out at 299.7 kJ/mol. Its frontier orbital gap is 10.407 eV.

Geometry as XYZ:
```
21
Properties=species:S:1:pos:R:3:mulliken_charge:R:1
C -0.739 -2.780 -0.039 -1.1046
C -1.100 -1.426 -0.654 -0.1379
C -2.005 -0.639 0.275 0.5632
O -3.150 -0.377 0.031 -0.5871
O -1.436 -0.226 1.417 -0.4616
H -0.194 -2.655 0.895 0.2885
H -0.110 -3.343 -0.725 0.3379
H -1.638 -3.359 0.159 0.3474
H -1.627 -1.570 -1.597 0.3209
H -0.188 -0.855 -0.841 0.1007
H -0.479 -0.407 1.439 0.3261
C 1.308 2.573 -1.111 -1.0489
C 0.877 1.977 0.212 0.0051
O 1.576 0.679 0.180 -0.2403
O 1.381 -0.098 1.355 -0.4474
H 1.644 3.598 -0.997 0.3334
H 2.161 1.921 -1.412 0.2449
H 0.532 2.501 -1.862 0.2936
H -0.205 1.822 0.285 0.1866
H 1.252 2.549 1.070 0.3765
H 2.139 0.115 1.921 0.3031
```